72
Properties=species:S:1:pos:R:3:forces:R:3:mulliken_charge:R:1 method="wB97M-V/def2-TZVPD" homo_lumo_gap_ev="6.93 / 6.93" e_tot_ha=-2519.2451 total_charge=-1
Bi 2.8073 -0.9324 -0.9869 0.57 0.31 0.20 1.070
O 3.1559 -3.7533 -1.0382 -0.57 0.27 0.68 -0.754
N 3.8327 -4.0180 -2.0814 0.64 -0.14 -0.61 0.522
C 3.4745 -5.0582 -2.8577 -0.12 -0.61 -0.27 -0.278
C 4.2267 -5.4782 -3.9276 0.04 0.06 0.03 -0.636
C 5.3904 -4.7899 -4.2523 -0.05 0.08 0.15 -0.216
C 5.7214 -3.6860 -3.4979 -0.06 -0.30 -0.17 -0.797
C 4.9329 -3.2690 -2.4260 0.11 0.31 0.10 0.505
S 5.3123 -1.8587 -1.5316 0.24 0.08 0.10 -0.554
H 2.5760 -5.5623 -2.5332 0.02 0.09 0.06 0.404
H 3.9123 -6.3476 -4.4802 -0.10 -0.08 -0.08 0.372
H 6.0107 -5.1019 -5.0770 0.08 -0.04 -0.09 0.365
H 6.6082 -3.1061 -3.7001 0.01 0.07 -0.07 0.383
C 2.7565 0.9558 2.2277 0.14 0.09 -0.04 -1.288
C 3.4651 1.5693 1.0089 -0.08 0.33 0.21 2.165
C 2.4806 2.5048 0.2986 0.14 0.00 0.09 -1.122
C 4.6834 2.3894 1.4623 -0.18 -0.12 -0.06 -2.111
C 3.9167 0.4721 0.0996 -0.59 -0.45 -0.48 -1.456
H 2.5209 1.7191 2.9685 -0.07 0.19 0.10 0.386
H 3.3902 0.2064 2.6981 0.03 -0.10 0.05 0.392
H 1.8301 0.4896 1.9009 -0.12 -0.14 0.03 0.058
H 2.2281 3.3469 0.9441 -0.08 0.11 0.07 0.338
H 1.5673 1.9725 0.0556 -0.23 -0.08 -0.09 0.034
H 2.9241 2.8862 -0.6189 0.02 0.07 -0.10 0.361
H 4.3830 3.1725 2.1602 -0.01 0.06 0.05 0.453
H 5.1628 2.8600 0.6026 0.04 0.02 -0.03 0.427
H 5.4136 1.7469 1.9515 0.10 -0.04 0.09 0.447
H 4.9783 0.2755 0.1229 0.26 -0.15 0.01 0.275
C -3.3068 2.3862 2.1290 0.26 -0.03 -0.05 -1.365
C -1.7776 2.4455 2.1877 -0.14 0.58 0.56 1.769
C -1.2932 1.8816 3.5272 -0.05 0.05 -0.35 -1.295
C -1.3079 3.8956 2.0183 -0.09 -0.36 0.03 -1.661
O -1.1674 1.7235 1.1484 0.21 0.13 -0.12 0.656
Si -1.6163 0.3573 0.3829 0.73 -0.38 -0.50 -0.580
S 0.0117 -0.5530 -0.5071 -0.02 0.04 0.44 -0.647
O -2.4220 -0.4966 1.5235 0.13 0.17 0.23 -0.104
C -3.0765 -1.7362 1.4268 -0.54 -0.74 0.21 1.714
C -2.4261 -2.6490 0.3911 0.00 0.18 0.25 -1.665
C -2.9917 -2.3657 2.8236 0.00 0.20 -0.36 -1.811
C -4.5430 -1.5000 1.0433 0.36 0.04 0.12 -1.547
O -2.7630 0.6804 -0.7591 -0.37 -0.10 0.40 -0.047
C -2.5552 1.1728 -2.0617 -0.08 0.22 -0.88 1.645
C -2.1816 0.0247 -3.0066 -0.05 0.12 0.20 -1.483
C -1.4465 2.2254 -2.0763 -0.20 -0.09 0.11 -1.187
C -3.8892 1.7948 -2.4960 0.36 -0.17 0.16 -1.878
H -3.7339 3.0862 2.8479 -0.04 0.02 0.02 0.532
H -3.6398 1.3781 2.3531 -0.14 -0.07 0.07 0.143
H -3.6482 2.6363 1.1279 -0.09 0.11 -0.13 0.180
H -1.7007 2.4560 4.3582 -0.03 0.02 0.10 0.426
H -0.2072 1.9089 3.5609 0.15 0.04 0.05 0.176
H -1.6118 0.8453 3.6000 -0.04 -0.12 0.11 0.148
H -1.6360 4.5061 2.8573 -0.03 0.11 0.06 0.421
H -1.7110 4.3031 1.0934 -0.04 0.09 -0.09 0.379
H -0.2229 3.9144 1.9551 0.13 0.03 0.03 0.179
H -1.3620 -2.7285 0.5885 0.11 -0.10 -0.03 0.357
H -2.5466 -2.2095 -0.5945 0.03 -0.07 -0.23 0.247
H -2.8756 -3.6395 0.4074 -0.14 -0.09 0.02 0.519
H -1.9525 -2.5717 3.0694 0.10 -0.04 0.03 0.370
H -3.5638 -3.2896 2.8632 -0.05 -0.14 0.04 0.430
H -3.3880 -1.6651 3.5566 -0.06 0.03 0.09 0.341
H -4.5795 -0.9712 0.0958 -0.05 0.06 -0.15 0.115
H -5.0360 -0.8914 1.7976 -0.10 0.08 0.12 0.354
H -5.0622 -2.4514 0.9533 -0.12 -0.10 -0.02 0.492
H -1.2821 -0.4643 -2.6376 -0.03 0.00 -0.09 0.143
H -1.9949 0.4117 -4.0059 -0.03 0.03 -0.18 0.487
H -2.9848 -0.7086 -3.0503 -0.15 -0.08 -0.02 0.315
H -0.5183 1.7672 -1.7465 0.17 0.04 -0.07 0.131
H -1.6979 3.0184 -1.3771 -0.01 0.23 0.05 0.152
H -1.3089 2.6401 -3.0731 -0.04 0.05 -0.10 0.573
H -4.6862 1.0647 -2.3759 -0.10 -0.09 0.00 0.357
H -3.8449 2.1029 -3.5369 -0.01 0.09 -0.17 0.400
H -4.1139 2.6588 -1.8755 -0.06 0.13 0.08 0.376

***

87
Properties=species:S:1:pos:R:3:forces:R:3:mulliken_charge:R:1 method="wB97M-V/def2-TZVPD" homo_lumo_gap_ev=8.35 e_tot_ha=-42931.2487 total_charge=+1
C -2.3376 -1.7082 -9.5465 -0.03 0.07 0.27 -1.036
C -1.7725 -0.4636 -8.9054 -0.69 -3.45 0.43 0.491
O -2.0452 0.5798 -9.3265 -0.13 4.18 -1.00 -0.475
N -0.9482 -0.6365 -7.7506 0.32 -0.72 0.05 0.270
C -0.2725 -1.9800 -7.7456 -1.73 -0.53 2.26 0.130
C -0.6152 -3.0499 -6.7558 0.43 0.95 -0.17 -0.963
O 0.5051 -2.1707 -8.5797 2.93 -0.07 -2.94 -0.444
N 0.0078 0.3398 -7.6289 -1.05 -0.77 -1.45 0.506
N 0.7259 0.8518 -8.6564 -1.32 -2.15 -3.73 -0.317
C 1.5293 1.7074 -8.2077 2.32 2.54 1.11 -0.039
N 1.4314 1.8223 -6.9160 1.24 1.17 0.91 -0.660
C 0.5028 0.9610 -6.5969 -0.62 0.26 2.81 0.678
N 0.1526 0.7919 -5.3391 -0.16 -0.01 1.42 -0.261
Cl -1.0425 -0.2531 -4.7830 0.00 0.17 0.28 0.055
H -2.9315 -1.3835 -10.3823 -0.22 0.30 -0.24 0.395
H -3.0118 -2.2080 -8.8618 0.08 -0.39 0.28 0.203
H -1.5734 -2.3610 -9.9400 0.18 -0.36 0.18 0.334
H -0.7607 -2.6818 -5.7563 -0.47 0.09 0.19 0.301
H -1.4601 -3.6075 -7.1202 -0.55 0.02 0.01 0.298
H 0.2255 -3.7243 -6.7444 0.26 -0.21 -0.11 0.486
H 0.6520 0.6198 -9.6319 -0.65 -0.56 -0.06 0.179
H 2.2048 2.2929 -8.7840 0.29 0.17 -0.59 0.460
H 0.6521 1.3363 -4.6391 -0.22 -0.21 -0.23 0.240
Br -1.6166 -5.2833 -5.0026 0.22 -0.38 0.63 -0.132
C -0.7621 -5.1427 -3.2491 -0.08 -0.26 -0.15 -0.605
C -1.7499 -4.7435 -2.1846 0.09 0.13 0.12 -0.678
Br -2.1591 -2.8433 -2.2165 0.18 0.12 -0.40 -0.062
H 0.0703 -4.4524 -3.3429 -0.04 0.05 0.03 0.385
H -0.3796 -6.1412 -3.0519 0.00 0.00 0.07 0.413
H -1.3356 -4.9096 -1.1929 0.06 -0.09 -0.03 0.369
H -2.6923 -5.2735 -2.2747 -0.02 -0.01 -0.02 0.424
Br 2.9109 -2.4213 0.7102 0.04 0.03 0.01 -0.142
C 1.5418 -1.1153 1.1671 0.04 -0.44 0.12 0.058
C 1.3348 -0.1250 0.0695 -0.04 0.53 0.01 -0.427
Br 2.7569 1.2105 0.0006 -0.04 -0.11 -0.07 -0.164
H 1.8412 -0.6612 2.1049 -0.03 0.04 -0.01 -0.017
H 0.6347 -1.6945 1.3230 -0.05 0.05 0.04 0.108
H 0.4219 0.4436 0.2385 0.00 -0.04 0.06 0.174
H 1.2976 -0.5929 -0.9043 -0.01 -0.09 -0.13 0.401
Br -3.8960 -1.9469 -5.8222 -0.01 -0.03 -0.13 -0.017
C -5.6995 -2.6825 -5.7150 -0.08 0.14 0.19 -0.640
C -5.8143 -3.7628 -4.6701 0.01 -0.24 -0.16 -0.502
Br -5.0327 -5.4380 -5.2832 -0.30 0.09 0.02 -0.149
H -5.9505 -3.0317 -6.7102 0.01 -0.06 0.00 0.381
H -6.3326 -1.8365 -5.4589 0.00 0.01 0.04 0.357
H -6.8608 -3.9873 -4.4800 -0.03 0.06 -0.03 0.377
H -5.3238 -3.5107 -3.7350 0.04 0.10 -0.03 0.273
Br 1.7620 -2.5435 4.8189 0.02 0.10 -0.14 -0.146
C 1.7797 -0.6758 5.3821 0.14 -0.31 0.10 -0.644
C 0.3970 -0.1775 5.6794 -0.16 0.38 -0.06 -0.332
Br -0.5955 0.2114 4.0370 0.04 -0.15 0.13 -0.139
H 2.2734 -0.1077 4.5998 -0.03 0.03 -0.04 0.425
H 2.3960 -0.6656 6.2791 -0.10 0.05 0.06 0.246
H 0.4356 0.7710 6.2122 0.09 0.00 0.00 0.151
H -0.1921 -0.8865 6.2503 0.00 -0.06 -0.03 0.430
Br 2.9227 0.9010 8.7998 -0.06 -0.11 -0.07 -0.124
C 3.8481 1.8864 7.4022 0.14 -0.06 0.27 -0.360
C 3.4567 3.3366 7.4135 -0.15 0.09 -0.34 -0.431
Br 1.6929 3.6018 6.6280 -0.03 0.01 0.06 -0.115
H 3.6259 1.3931 6.4616 -0.04 0.07 -0.05 0.249
H 4.9062 1.7717 7.6258 0.01 0.06 0.03 0.236
H 4.1341 3.9198 6.7968 0.07 -0.02 0.01 0.114
H 3.4262 3.7604 8.4100 0.02 -0.05 0.05 0.424
Br -1.8686 4.6473 8.3832 0.07 0.01 -0.03 -0.123
C -1.7399 6.3611 7.4716 -0.18 -0.12 0.22 -0.607
C -2.3523 6.3022 6.0985 0.19 0.11 -0.20 -0.552
Br -1.1849 5.3880 4.8388 -0.06 -0.07 -0.02 -0.137
H -0.6898 6.6322 7.4554 0.02 -0.01 -0.07 0.363
H -2.2841 7.0610 8.1012 -0.03 0.03 -0.04 0.350
H -2.4802 7.3033 5.6937 0.02 0.03 0.04 0.335
H -3.3041 5.7832 6.0808 -0.01 -0.03 0.07 0.366
Br -4.3926 -3.5743 0.3375 -0.07 -0.01 0.25 -0.151
C -3.4365 -2.9649 1.9272 -0.30 -0.22 0.07 -0.543
C -3.6526 -1.5008 2.1979 0.24 0.02 0.09 -0.483
Br -2.5622 -0.4190 1.0135 -0.06 0.17 -0.20 -0.163
H -2.3894 -3.2127 1.7880 0.02 0.04 -0.02 0.271
H -3.8452 -3.5674 2.7346 0.01 0.05 0.06 0.382
H -3.3154 -1.2409 3.1995 0.03 -0.08 0.02 0.271
H -4.6837 -1.1891 2.0744 -0.03 -0.03 -0.08 0.392
Br 6.4331 5.7683 6.7791 -0.01 0.04 0.06 -0.127
C 7.8292 5.2743 8.0419 0.00 0.00 -0.27 -0.562
C 7.7077 3.8381 8.4751 -0.01 0.00 0.31 -0.600
Br 6.2744 3.5944 9.7723 0.00 -0.04 -0.09 -0.130
H 7.7656 5.9722 8.8693 -0.02 -0.04 0.06 0.382
H 8.7628 5.4322 7.5074 0.03 -0.05 0.01 0.340
H 8.6111 3.5197 8.9895 0.03 0.03 -0.01 0.371
H 7.5057 3.1619 7.6515 0.01 0.05 -0.07 0.355

***

70
Properties=species:S:1:pos:R:3:forces:R:3:mulliken_charge:R:1 method="wB97M-V/def2-TZVPD" homo_lumo_gap_ev="4.60 / 4.61" e_tot_ha=-2950.6420 total_charge=+4
Ce -0.2589 -0.6011 -1.5524 -0.22 4.62 -0.38 0.229
P 0.3147 -3.4794 -2.4331 0.88 -4.06 0.02 1.093
P 2.3327 -0.4562 -0.2343 1.63 0.77 1.00 1.020
P -3.0782 0.0568 -1.5804 -1.76 1.13 0.30 1.064
H 1.5038 3.6885 -1.3226 -0.02 0.48 0.17 0.277
C 0.6460 4.3023 -1.0306 -0.45 -0.70 0.41 -0.588
C 0.0017 4.1122 0.1305 0.24 0.52 -0.16 -0.532
H 0.3927 3.5108 0.9717 -0.18 0.13 -0.69 0.286
C 1.2028 -2.8396 -3.9114 -0.15 1.77 0.06 -1.092
C 1.5944 -4.2382 -1.3986 0.14 0.30 0.12 -1.120
C -0.6983 -4.7966 -3.1369 -0.46 0.36 0.28 -1.108
C 2.4051 1.2429 0.4641 -0.47 0.23 -0.07 -0.897
C 2.8068 -1.4753 1.2140 -0.58 -0.49 0.03 -1.310
C 3.8604 -0.4937 -1.2431 -0.27 -0.25 -0.74 -1.311
C -3.2114 1.7887 -0.9618 0.66 0.04 0.16 -1.088
C -4.3279 -0.7888 -0.5445 0.46 -0.58 0.20 -1.263
C -3.9456 0.2050 -3.1763 0.55 -0.44 -0.55 -1.311
H 0.3017 5.0384 -1.7599 0.06 -0.24 0.22 0.351
H -0.8797 4.7198 0.3550 0.31 -0.16 0.06 0.314
H 1.6254 -3.7430 -4.3880 -0.25 -0.06 0.51 0.568
H 2.0329 -2.1504 -3.6772 -0.28 -0.31 0.02 0.253
H 0.5347 -2.3606 -4.6375 0.05 -0.12 0.11 0.458
H 2.0719 -5.0297 -2.0046 -0.11 0.28 0.28 0.488
H 1.1336 -4.6702 -0.5013 0.12 -0.07 -0.21 0.481
H 2.3540 -3.4978 -1.0851 -0.27 -0.36 -0.22 0.183
H -0.0437 -5.4720 -3.6978 0.03 0.07 0.13 0.461
H -1.4333 -4.3704 -3.8224 -0.04 -0.05 -0.05 0.458
H -1.2236 -5.3354 -2.3465 0.05 -0.10 -0.05 0.469
H 3.4525 1.5795 0.5029 -0.30 -0.18 0.01 0.556
H 1.9862 1.2495 1.4786 0.12 -0.01 -0.21 0.417
H 1.8269 1.9521 -0.1481 0.26 -0.16 0.15 -0.199
H 3.8677 -1.3303 1.4668 -0.34 0.07 -0.16 0.479
H 2.6351 -2.5384 0.9909 0.20 0.21 0.23 0.358
H 2.1874 -1.2048 2.0820 0.18 -0.10 -0.25 0.351
H 4.7540 -0.6015 -0.6097 -0.38 0.07 -0.11 0.475
H 3.9432 0.4326 -1.8303 -0.02 -0.28 0.12 0.414
H 3.8128 -1.3448 -1.9392 0.31 0.21 0.12 0.344
H -4.0871 2.2612 -1.4271 0.21 -0.15 0.19 0.505
H -2.3116 2.3684 -1.2140 -0.27 0.01 0.04 0.134
H -3.3280 1.7886 0.1312 -0.02 0.02 -0.33 0.379
H -5.3400 -0.5786 -0.9206 0.35 0.01 0.10 0.413
H -4.2364 -0.4551 0.4970 -0.07 -0.09 -0.25 0.398
H -4.1468 -1.8711 -0.5762 -0.32 0.16 0.05 0.409
H -4.8539 0.8111 -3.0459 0.28 -0.23 0.03 0.498
H -4.2112 -0.7964 -3.5439 -0.04 0.31 0.01 0.441
H -3.2837 0.6825 -3.9117 -0.27 -0.02 0.05 0.311
C 0.0275 1.5628 -3.9036 -0.05 -0.01 0.09 0.364
C 0.7144 0.7142 -4.8121 -0.45 -0.33 0.30 -0.550
C 0.3604 0.7531 -6.1541 0.59 -0.26 -0.19 -0.802
C -0.5602 1.7001 -6.6067 -0.11 -0.24 -0.14 -0.525
C -1.1158 2.6310 -5.7268 0.07 0.57 0.71 -0.503
C -0.7740 2.6183 -4.3714 -0.66 -0.18 -0.36 -0.402
O 0.0522 1.2929 -2.5775 0.27 -2.29 0.92 -0.206
H -0.5346 -2.9476 -1.3129 0.60 0.06 -1.70 0.013
H 1.4960 0.0470 -4.4265 -0.24 0.24 -0.20 0.984
H 0.8326 0.0654 -6.8700 -0.19 0.43 0.34 0.476
H -0.8412 1.7128 -7.6586 0.08 0.04 0.22 0.466
H -1.8286 3.3764 -6.0880 0.35 -0.18 0.04 0.466
H -1.1745 3.3461 -3.6558 0.06 -0.36 -0.34 0.428
Cl -1.5320 1.6622 4.1736 0.08 -0.47 -0.46 -0.083
C -1.2852 0.3641 3.0682 -0.07 0.51 0.62 -0.298
C -1.2936 -0.9588 3.5194 0.07 -0.16 -0.71 -0.412
C -1.1043 -1.9714 2.5746 0.11 -0.43 -0.35 -1.029
C -0.8873 -1.6254 1.2382 -0.06 0.83 0.57 -0.260
N -0.8392 -0.3364 0.8166 -0.24 -0.18 0.40 0.777
C -1.0621 0.6546 1.7283 0.20 -0.60 -0.78 -0.556
H -1.4579 -1.1854 4.5670 0.01 0.00 -0.04 0.547
H -1.1151 -3.0308 2.8618 -0.05 0.54 -0.06 0.538
H -0.7545 -2.3990 0.4657 0.00 -0.02 0.31 0.434
H -1.0651 1.6762 1.3605 0.10 -0.09 0.05 0.618

***

72
Properties=species:S:1:pos:R:3:forces:R:3:mulliken_charge:R:1 method="wB97M-V/def2-TZVPD" homo_lumo_gap_ev=6.45 e_tot_ha=-1957.9050 total_charge=-1
C 2.3947 -1.8311 3.4866 0.18 -0.33 -0.16 -1.205
C 3.4224 -0.8205 3.0206 -0.29 0.76 -0.09 0.754
O 3.6414 0.1503 3.7162 0.19 -0.09 0.05 -0.634
N 4.1516 -1.0148 1.8390 0.27 -1.45 1.06 0.357
C 5.5660 -0.6483 2.0619 -0.01 0.65 -0.33 -0.922
C 3.9662 -2.3297 1.1992 -0.24 0.05 -0.47 -1.422
C 2.7495 -2.3493 0.2676 0.19 -0.14 -0.35 0.290
C 3.0054 -1.5484 -1.0264 0.05 0.32 0.46 -1.377
C 2.5984 -0.0486 -0.9543 0.38 -0.84 -0.46 0.221
C 1.3740 0.2225 -1.8348 -0.30 -0.67 0.77 -0.878
O 1.0930 1.5819 -2.0380 0.48 -0.17 -0.21 -0.261
C 2.1421 2.3418 -2.6656 -0.33 0.30 -0.28 -0.845
C 2.5980 3.4835 -1.8039 -0.50 0.52 -0.07 -0.051
O 3.6719 3.0025 -0.9295 -0.01 0.06 -0.31 -0.290
C 4.1240 3.8530 -0.0171 0.13 -0.10 0.15 0.897
F 4.6624 4.9636 -0.5146 -0.04 0.01 0.03 -0.243
F 3.1762 4.2307 0.8736 -0.02 0.04 -0.09 -0.290
F 5.0844 3.2224 0.6983 -0.05 -0.01 -0.07 -0.291
C 0.1172 -0.3757 -1.1334 -0.19 0.69 -0.07 0.754
N -0.3551 0.5272 -0.0856 -0.39 -0.39 0.27 -0.316
C -0.9869 -0.6786 -2.1729 0.16 0.00 0.44 -1.396
C -2.4455 -0.5282 -1.7340 -0.02 -0.46 -0.18 -0.690
C -3.0138 -1.6731 -0.8730 -0.49 0.13 0.00 1.110
C -2.5066 -1.6868 0.5678 0.64 0.13 -0.30 -1.548
C -4.5739 -1.6423 -0.9935 0.21 -0.28 0.48 -0.956
C -5.3709 -1.8378 0.3104 0.72 0.29 -0.51 -0.915
C -5.5184 -0.6721 1.2595 0.27 0.26 0.02 -0.584
C -5.8667 0.6057 0.9788 0.02 -0.08 -0.03 0.989
C -6.9505 1.2661 1.8130 1.21 0.27 1.07 -1.473
C -5.2238 1.4918 -0.0724 -0.60 -0.36 -0.38 -0.975
H 2.9418 -2.6958 3.8766 -0.03 -0.02 -0.02 0.275
H 1.7306 -2.2013 2.7118 -0.05 0.05 0.02 0.340
H 1.8278 -1.4077 4.3081 -0.01 0.17 -0.07 0.356
H 5.8539 -0.7702 3.1070 -0.07 0.01 0.02 0.321
H 6.2254 -1.2637 1.4542 -0.15 -0.02 -0.15 0.368
H 5.7139 0.3958 1.7916 0.10 0.01 0.06 0.201
H 4.8298 -2.5287 0.5655 0.11 0.12 0.09 0.677
H 3.9434 -3.1533 1.9215 -0.13 0.09 0.10 0.258
H 2.5304 -3.3869 -0.0039 0.04 -0.05 0.15 0.262
H 1.8729 -1.9674 0.7884 -0.07 0.03 -0.09 -0.194
H 4.0811 -1.5968 -1.2138 -0.01 -0.06 -0.15 0.547
H 2.5315 -2.0342 -1.8824 -0.13 0.00 0.05 0.485
H 2.4139 0.1879 0.0931 -0.04 0.35 -0.04 -0.014
H 3.4655 0.5194 -1.2821 -0.18 0.34 0.11 0.529
H 1.4898 -0.3217 -2.7869 0.20 0.21 -0.11 0.201
H 2.9732 1.7088 -2.9816 0.02 -0.04 0.08 0.379
H 1.7138 2.7849 -3.5684 -0.04 -0.03 0.00 0.399
H 2.8210 4.4313 -2.4148 0.45 -1.20 0.82 -0.203
H 1.7530 3.7500 -1.1625 0.03 0.02 0.04 0.374
H 0.3839 -1.3104 -0.6366 0.19 -0.05 -0.12 -0.127
H 0.4168 0.9535 0.4099 0.05 0.09 -0.09 0.314
H -0.9151 1.2723 -0.4744 0.25 0.17 -0.11 0.226
H -0.7831 -0.0569 -3.0473 -0.20 0.07 -0.01 0.534
H -0.8638 -1.7231 -2.4775 0.10 0.06 -0.21 0.255
H -3.0452 -0.5269 -2.6506 0.03 0.09 -0.03 0.553
H -2.6477 0.4241 -1.2444 0.09 0.05 0.01 -0.168
H -2.6875 -2.6131 -1.3326 0.04 0.01 -0.03 0.282
H -2.9503 -2.4798 1.1678 -0.17 0.08 0.01 0.439
H -2.6101 -0.7124 1.0427 -0.23 -0.07 0.13 0.160
H -1.4312 -1.8741 0.5548 0.01 0.01 0.05 0.374
H -4.8647 -2.4538 -1.6657 -0.07 0.13 -0.13 0.397
H -4.8970 -0.7086 -1.4501 0.02 -0.01 -0.10 0.303
H -6.3964 -2.0787 0.0082 -0.02 -0.01 0.07 0.416
H -5.0150 -2.7237 0.8370 0.06 0.05 0.08 0.371
H -5.3804 -0.9129 2.3168 -1.38 -0.36 0.07 0.303
H -6.5680 1.4954 2.8199 -0.15 0.03 0.00 0.296
H -7.2463 2.2218 1.3843 -0.15 -0.07 -0.10 0.403
H -7.8032 0.6080 1.9490 -0.11 0.07 -0.16 0.351
H -5.4031 2.5364 0.1849 -0.08 -0.02 0.03 0.501
H -4.1471 1.3468 -0.0478 0.00 -0.10 -0.22 -0.055
H -5.5993 1.3490 -1.0900 0.12 0.05 -0.06 0.309
Cl 3.0144 6.2589 -3.1237 -0.02 0.62 -0.43 -0.809